{
  "formula": "C17H22N5O4PS6Ta",
  "method": "ωB97M-V/def2-TZVPD",
  "symbols": ["C", "H", "H", "H", "S", "N", "H", "C", "H", "C", "C", "S", "H", "H", "N", "O", "H", "H", "H", "C", "C", "C", "O", "H", "H", "N", "H", "C", "C", "H", "H", "C", "C", "C", "Ta", "N", "C", "S", "O", "C", "S", "C", "N", "C", "H", "H", "H", "P", "C", "S", "H", "H", "H", "H", "O", "S"],
  "positions_angstrom": [[3.130826, -4.346235, 1.384071], [-2.005586, -0.418032, 2.829731], [1.525755, 0.989432, -3.426584], [-2.936897, -4.164921, 1.250693], [-0.316309, 1.613130, 2.641524], [3.505790, -4.933840, 2.300225], [-0.511702, 4.183317, 4.422312], [-2.692736, 0.942105, -4.994532], [-1.997800, 1.461730, -5.654408], [0.753101, 2.865272, 3.289775], [3.172375, -3.985072, -1.033370], [-2.255581, -0.277816, -1.146909], [4.126812, 2.905770, 3.134286], [-3.608808, 1.203921, -3.059199], [3.562951, -4.291529, -2.072369], [-1.689369, 1.986878, -3.003494], [3.722032, 4.821772, 4.678188], [-0.743186, -3.582675, 0.568519], [1.995860, -1.426852, -3.876780], [1.590007, 4.621513, 4.633358], [-2.676100, -3.126110, 1.029104], [2.044271, 2.489401, 2.925529], [-0.229326, -0.100874, -3.169185], [0.390868, 1.016985, -4.790801], [-1.555895, -2.760844, 2.824867], [0.842761, 0.816852, 1.810876], [-3.644392, 0.825892, -5.513948], [2.664971, -3.625716, 0.247778], [1.740558, -2.629302, 0.377598], [-3.295284, -2.471592, 2.986710], [1.431549, 5.450093, 5.310155], [1.548262, -0.798792, -4.642674], [-2.916962, 1.730558, -3.719249], [-2.436865, -2.366252, 2.319401], [-0.257293, -0.352648, 0.535027], [-1.479920, -2.989791, 0.203133], [2.092845, 1.313230, 2.033141], [0.372127, 1.795013, -0.970647], [-1.329603, 1.946566, 1.655380], [0.839850, 0.384532, -4.021971], [0.999718, -2.153155, 1.866304], [2.886984, 4.264145, 4.275702], [-2.183688, -0.957548, 1.985482], [3.125954, 3.200302, 3.419812], [-1.658162, -3.273146, -0.753306], [-3.009773, -0.563298, 1.544611], [-3.319061, 2.718020, -3.934117], [-0.956188, 0.874424, -2.135347], [0.499275, 3.916209, 4.144642], [3.439413, 0.711622, 1.321269], [2.338790, -0.436252, -5.300027], [-3.514881, -2.668517, 0.496986], [0.847735, -1.401040, -5.220966], [-2.295003, -0.048080, -4.772646], [-0.811525, 0.819116, 3.741720], [1.136451, -1.717872, -0.975381]],
  "forces_ev_per_angstrom": [[0.08, -0.14, 0.16], [-0.06, 0.01, 0.10], [-0.03, -0.03, 0.07], [-0.05, 0.01, -0.02], [0.05, 0.10, 1.15], [-0.05, 0.04, -0.03], [0.01, -0.02, 0.02], [0.07, 0.04, 0.12], [-0.02, 0.00, -0.01], [0.22, -0.35, -0.39], [0.09, -0.08, -0.20], [0.35, 0.32, 0.15], [0.00, 0.00, 0.01], [0.01, 0.07, 0.05], [-0.03, 0.07, 0.05], [0.08, -0.05, 0.11], [0.00, 0.01, -0.01], [0.09, 0.04, -0.03], [0.04, -0.04, 0.05], [0.00, -0.01, 0.00], [0.10, 0.08, 0.09], [-0.21, 0.28, 0.28], [-0.13, 0.11, 0.08], [0.00, 0.04, 0.04], [-0.02, 0.01, 0.03], [0.04, 1.26, 1.08], [0.00, 0.00, -0.02], [-0.14, 0.13, 0.06], [0.00, -0.03, -0.05], [0.00, 0.08, 0.01], [-0.03, 0.01, -0.02], [-0.18, 0.05, 0.14], [-0.07, -0.09, -0.17], [-0.03, -0.20, -0.14], [-1.10, -2.63, -1.41], [-0.10, 0.14, -0.02], [0.81, -0.46, -0.76], [-0.40, -0.83, 0.14], [0.07, -0.08, -0.01], [0.07, 0.02, -0.17], [-0.03, 0.43, -0.07], [0.00, -0.01, -0.02], [0.79, 0.48, -0.35], [0.00, -0.04, -0.04], [0.07, 0.15, -0.07], [0.02, 0.12, -0.01], [-0.01, 0.01, 0.04], [0.22, 0.17, -0.67], [-0.26, 0.08, 0.01], [-0.35, 0.19, 0.24], [-0.02, -0.01, -0.03], [-0.04, -0.08, -0.02], [0.04, 0.00, -0.04], [-0.02, -0.01, -0.04], [0.07, 0.30, 0.23], [-0.02, 0.35, 0.28]],
  "relative_energy_kcal_mol": 35.7,
  "fmax_ev_per_a": 3.18,
  "multiplicity": 2,
  "total_energy_ev": -109482.52317,
  "charge": 0,
  "s_squared": 0.756,
  "homo_energy_ev": [-7.598, -8.125],
  "orbital_gap_ev": [6.6, 7.1]
}

{
  "formula": "C17H22N6O4",
  "method": "ωB97M-V/def2-TZVPD",
  "symbols": ["C", "C", "H", "H", "H", "H", "C", "H", "H", "O", "H", "N", "C", "C", "H", "C", "C", "H", "C", "H", "H", "O", "H", "O", "N", "C", "C", "C", "H", "C", "C", "C", "H", "H", "C", "H", "N", "N", "H", "H", "H", "H", "N", "N", "C", "H", "H", "O", "C"],
  "positions_angstrom": [[2.779899, -0.667035, -0.673368], [1.285794, -0.146025, 2.419224], [1.066054, 0.292392, 4.500939], [3.296496, -1.524705, -0.236965], [5.448948, 1.117627, -1.811919], [2.651467, 5.939515, 1.872547], [1.027366, 2.080191, 3.302758], [-2.124106, -2.402492, -0.371161], [0.889524, 2.746393, 4.143417], [-4.846170, 0.602236, 1.859923], [1.368067, -1.217234, 2.577475], [1.404550, -3.835821, 0.809417], [-4.946477, 0.167392, 0.743440], [-1.864469, -1.445360, -0.822807], [4.676295, -0.391742, -2.347829], [1.129934, 0.709554, 3.504652], [1.243520, 1.772268, 0.933509], [-6.559779, 1.214782, 0.295011], [0.413931, -1.026452, -0.434070], [2.594051, -0.914958, -1.717935], [-0.799001, -1.400498, 1.030075], [-1.417094, -2.048565, -3.257859], [-3.609073, -1.471973, 1.102805], [2.346794, 5.102245, 1.511063], [0.336100, -1.872918, -1.599936], [-0.967080, -1.425479, -2.069767], [-2.007888, -1.175002, -4.032834], [1.091470, 2.612678, 2.018771], [1.287884, 2.150397, -0.079688], [3.693544, 0.556206, -0.635160], [4.942376, 0.215183, -1.479498], [1.339316, 0.406625, 1.155422], [-4.786072, -1.721859, -0.175083], [5.657244, -0.361439, -0.889472], [-4.095806, -0.991408, 0.255045], [-2.813049, 0.504271, -0.627202], [-2.427825, -0.347187, -4.710909], [1.472927, -0.454543, -0.010747], [3.220547, 1.432675, -1.072003], [-3.589835, -0.623465, -1.796296], [-0.773364, -0.360152, -2.258085], [-5.336115, 1.339736, -0.809944], [-5.856073, 0.696343, -0.219339], [-0.853837, -0.886662, 0.151329], [-3.088889, -0.529847, -0.829788], [1.028944, 3.686523, 1.811829], [4.027992, 0.761806, 0.379506], [0.145707, -3.275765, -1.214404], [0.895263, -3.588444, -0.194091]],
  "forces_ev_per_angstrom": [[0.66, 0.40, -0.45], [0.01, -0.36, 0.19], [0.05, 0.01, 0.00], [-0.25, 0.02, 0.31], [-0.05, 0.02, -0.02], [-0.02, 0.01, -0.04], [0.01, -0.17, -0.09], [-0.16, -0.43, -1.01], [0.06, 0.02, 0.00], [-0.32, -0.26, 0.18], [0.05, 0.01, -0.10], [0.30, 0.00, -0.16], [0.28, 0.14, 0.04], [0.29, 0.77, 1.41], [0.07, 0.15, -0.12], [-0.10, 0.15, -0.08], [0.07, -0.50, -0.12], [0.10, 0.30, -0.10], [-1.53, -0.41, 0.87], [-0.22, -0.06, 0.10], [-0.51, 0.67, 0.38], [-0.15, 0.02, 0.28], [0.09, 0.31, 0.13], [-0.29, -0.48, -0.01], [0.81, 0.61, -1.46], [-0.35, 0.54, 0.59], [0.50, -0.18, -0.05], [-0.34, 0.47, -0.23], [-0.03, 0.21, 0.09], [0.63, -0.45, -0.39], [-0.14, -0.18, 0.33], [0.17, 0.36, 0.07], [0.14, -0.05, -0.04], [-0.02, -0.03, -0.04], [-0.31, 0.07, -0.40], [0.32, 0.00, -0.29], [-0.26, -0.08, -0.02], [0.09, -0.49, -0.21], [-0.18, 0.02, 0.23], [0.07, 0.33, -0.05], [-0.13, -0.04, -0.27], [-0.27, -0.09, -0.32], [0.36, -0.27, 0.45], [1.19, -0.75, -0.54], [-0.55, -0.82, 0.05], [0.46, 0.29, 0.30], [-0.30, 0.29, 0.04], [0.37, -0.11, 0.51], [-0.68, 0.01, 0.08]],
  "relative_energy_kcal_mol": 93.7,
  "fmax_ev_per_a": 1.80,
  "total_energy_ev": -35107.45079,
  "charge": 0,
  "homo_energy_ev": -5.248,
  "orbital_gap_ev": 2.9
}